*a*
2 unconnected molecules or ions with the total composition C9H14, computed with ωB97M-V/def2-TZVPD.

Each line ends with the Mulliken charge.
Atoms and positions in Å:
H1 1.610 -0.622 1.179  0.303
H2 -2.601 2.027 0.820  0.221
C1 0.618 -0.156 1.133  -0.368
H3 -0.374 2.718 -0.396  0.429
C2 -1.611 0.425 1.769  -0.334
H4 -0.625 -2.402 1.881  0.385
H5 0.450 -1.804 -4.272  0.292
H6 2.233 -1.925 -4.251  0.241
C3 0.652 1.050 0.434  -0.472
H7 0.902 -0.684 -2.196  0.299
C4 -0.450 1.889 0.276  -0.432
C5 -1.590 1.545 1.052  -0.461
C6 -0.499 -0.515 1.800  0.803
H8 -2.452 0.039 2.290  0.296
H9 1.391 -0.738 -5.304  0.293
H10 1.584 1.183 -0.220  0.294
H11 0.314 -1.942 3.268  0.291
H12 2.511 -0.085 -2.923  0.242
H13 -1.600 -1.865 3.149  0.285
C7 -0.583 -1.717 2.640  -1.245
H14 0.847 0.521 -3.178  0.355
C8 1.358 -1.224 -4.338  -0.911
C9 1.407 -0.366 -3.074  -0.806

Results
- Structure (SMILES): Cc1ccccc1.CC
- LUMO level: 0.969 eV
- HOMO level: -8.88 eV
- 2S+1: 1

=====

*b*
2 unconnected molecules or ions with the total composition C9H14, computed with ωB97M-V/def2-TZVPD.

Each line ends with the Mulliken charge.
Atoms and positions in Å:
H1 -3.502 0.341 -0.894  0.256
H2 3.328 -0.479 2.936  0.365
H3 -0.229 1.159 -0.544  0.576
H4 -0.061 -1.152 -1.858  0.297
C1 1.879 -1.685 0.884  -0.514
H5 1.519 -2.770 -0.946  0.329
H6 -1.040 1.208 -2.395  0.246
C2 -2.120 1.072 -2.417  -0.807
C3 0.441 -0.964 -0.918  -0.405
H7 -3.622 1.981 -1.177  0.299
C4 1.636 -0.503 1.592  0.927
H8 2.086 0.849 3.179  0.344
H9 2.614 -2.368 1.289  0.361
H10 -2.453 1.729 -3.217  0.348
C5 0.214 0.225 -0.250  -0.242
C6 1.282 -1.901 -0.336  -0.465
C7 -2.855 1.206 -1.092  -0.748
H11 0.530 1.324 1.554  0.235
H12 -2.204 0.061 -2.832  0.228
H13 1.799 -0.833 3.670  0.290
C8 0.736 0.393 1.040  -0.833
H14 -2.255 1.299 -0.191  0.255
C9 2.279 -0.191 2.925  -1.344

Results
- Structure (SMILES): Cc1ccccc1.CC
- LUMO level: 1.031 eV
- HOMO level: -9.01 eV
- 2S+1: 1

=====

*c*
2 unconnected molecules or ions with the total composition C9H14, computed with ωB97M-V/def2-TZVPD.

Each line ends with the Mulliken charge.
Atoms and positions in Å:
H1 -0.148 0.966 2.086  0.364
H2 -3.329 1.281 -1.417  0.329
C1 -2.132 0.720 0.312  -0.469
H3 0.524 -0.587 1.684  0.234
H4 4.056 2.013 -1.320  0.259
C2 -1.452 -0.336 0.892  0.917
H5 -3.845 -1.106 -2.017  0.355
C3 -1.676 -1.644 0.458  -0.479
C4 -2.947 0.485 -0.786  -0.405
H6 2.372 -0.032 -1.226  0.287
H7 2.622 0.084 0.533  0.200
H8 -1.228 -2.450 1.033  0.357
H9 2.179 1.509 -0.402  0.242
C5 2.761 0.585 -0.418  -0.650
H10 -2.706 -2.870 -0.976  0.345
H11 4.708 1.426 0.112  0.297
H12 4.737 0.434 -1.455  0.297
C6 -0.412 -0.083 1.948  -1.371
H13 -1.897 1.712 0.675  0.310
H14 -0.690 -0.508 2.914  0.356
C7 -2.537 -1.870 -0.594  -0.358
C8 4.187 1.067 -0.779  -0.936
C9 -3.146 -0.796 -1.255  -0.481

Results
- Structure (SMILES): Cc1ccccc1.CC
- LUMO level: 0.995 eV
- HOMO level: -8.98 eV
- 2S+1: 1

=====

*d*
2 unconnected molecules or ions with the total composition C9H14, computed with ωB97M-V/def2-TZVPD.

Each line ends with the Mulliken charge.
Atoms and positions in Å:
H1 2.835 2.064 1.392  0.240
H2 -2.376 -2.552 -2.983  0.298
H3 1.659 3.560 0.116  0.302
H4 -1.759 -0.861 -3.133  0.432
C1 -1.284 -1.655 -1.320  0.361
H5 2.058 -0.930 -0.566  0.278
H6 0.186 3.092 0.877  0.330
H7 1.356 1.664 2.229  0.154
C2 1.975 2.531 1.914  -0.661
C3 0.430 -1.516 0.887  -0.379
H8 -1.462 -2.050 1.985  0.327
C4 -1.695 -2.053 -0.150  0.076
C5 -0.861 -1.991 1.075  -0.758
C6 -2.209 -1.583 -2.553  -1.334
C7 0.087 -1.326 -1.455  -0.305
H9 1.157 -1.504 1.605  0.524
C8 0.966 -1.253 -0.383  -0.567
C9 1.119 3.446 0.973  -0.980
H10 -3.189 -1.095 -2.284  0.311
H11 1.047 4.469 1.308  0.324
H12 2.356 3.080 2.769  0.291
H13 -2.689 -2.508 0.083  0.272
H14 0.292 -1.028 -2.388  0.465

Results
- Structure (SMILES): Cc1ccccc1.CC
- LUMO level: 1.006 eV
- HOMO level: -9.07 eV
- 2S+1: 1

=====

Going by the computed energies, the most stable comes first: *c*, *b*, *a*, *d*.

=====

*a*
2 unconnected molecules or ions with the total composition C9H14, computed with ωB97M-V/def2-TZVPD.

Each line ends with the Mulliken charge.
Atoms and positions in Å:
H1 3.895 -1.926 2.388  0.256
H2 5.010 -1.039 1.358  0.259
H3 -3.743 1.794 -1.057  0.321
H4 2.463 -2.237 0.528  0.260
H5 -2.969 -2.146 0.397  0.371
H6 3.639 -0.229 2.179  0.304
C1 -2.608 -1.160 0.137  -0.553
C2 -1.239 -0.915 0.060  -0.239
H7 -1.846 3.042 -2.028  0.369
C3 -1.150 2.645 -1.296  -1.278
H8 2.434 -0.509 0.177  -0.020
C4 -0.775 0.249 -0.537  -0.313
H9 0.297 0.378 -0.616  0.242
C5 3.082 -1.340 0.410  -0.499
H10 -4.490 -0.206 0.133  0.360
C6 -3.021 1.097 -0.663  -0.528
H11 -0.949 3.197 -0.382  0.286
H12 -0.155 2.546 -1.740  0.351
C7 3.972 -1.124 1.655  -0.880
H13 3.720 -1.655 -0.416  0.329
C8 -1.659 1.245 -0.939  0.629
H14 -0.456 -1.613 0.340  0.325
C9 -3.453 -0.092 -0.088  -0.352

Results
- Structure (SMILES): Cc1ccccc1.CC
- LUMO level: 1.003 eV
- HOMO level: -8.96 eV
- 2S+1: 1

=====

*b*
2 unconnected molecules or ions with the total composition C9H14, computed with ωB97M-V/def2-TZVPD.

Each line ends with the Mulliken charge.
Atoms and positions in Å:
C1 -0.231 -0.328 -0.467  0.099
H1 -2.254 -0.359 0.183  0.260
C2 0.817 0.201 -1.179  -0.481
H2 0.943 -2.953 3.129  0.379
H3 -3.246 1.936 -2.546  0.349
H4 0.763 -1.240 2.565  0.268
C3 0.600 1.480 -1.807  -0.207
C4 -3.075 1.835 -1.474  -1.322
H5 -3.312 2.762 -0.905  0.284
H6 3.320 -2.615 1.879  0.409
C5 1.393 -2.093 2.769  -1.032
C6 -1.487 0.274 -0.329  -0.742
H7 2.168 -2.105 0.668  0.115
C7 -1.729 1.388 -1.103  0.899
H8 1.874 -1.773 3.663  0.341
H9 -3.832 1.095 -1.171  0.362
H10 1.512 1.988 -2.308  0.252
H11 -0.785 3.042 -2.233  0.357
C8 2.499 -1.989 1.721  -0.674
H12 -0.036 -1.400 0.028  0.216
H13 2.922 -0.914 1.787  0.206
C9 -0.638 2.089 -1.723  -0.587
H14 1.814 -0.321 -1.146  0.251

Results
- Structure (SMILES): Cc1ccccc1.CC
- LUMO level: 1.041 eV
- HOMO level: -8.83 eV
- 2S+1: 1

=====

*c*
2 unconnected molecules or ions with the total composition C9H14, computed with ωB97M-V/def2-TZVPD.

Each line ends with the Mulliken charge.
Atoms and positions in Å:
C1 1.131 -1.617 1.322  -0.631
H1 2.497 -0.080 0.755  0.346
H2 -2.000 -1.107 2.469  0.396
C2 0.991 2.132 0.904  -1.608
C3 -0.298 -0.733 -2.401  -0.451
H3 -0.808 1.416 -2.251  0.201
H4 1.648 2.311 0.023  0.373
H5 1.776 2.501 1.576  0.370
C4 1.449 -0.329 0.965  -0.234
H6 0.752 -0.459 -2.524  0.232
C5 0.566 0.732 1.140  0.874
H7 0.161 2.815 0.759  0.342
C6 -1.214 0.445 -2.634  -0.885
H8 -0.545 -2.920 1.809  0.355
C7 -0.667 0.457 1.725  -0.357
H9 1.881 -2.372 1.155  0.344
C8 -0.165 -1.904 1.697  -0.282
H10 -0.544 -1.609 -3.026  0.313
H11 -0.413 -1.028 -1.364  -0.005
H12 -1.416 0.718 -3.666  0.345
H13 -2.219 0.301 -2.197  0.261
H14 -1.482 1.181 1.806  0.251
C9 -1.080 -0.853 1.961  -0.550

Results
- Structure (SMILES): Cc1ccccc1.CC
- LUMO level: 0.996 eV
- HOMO level: -8.95 eV
- 2S+1: 1

=====

Going by the computed energies, the most stable comes first: *c*, *a*, *b*.